Entry from the OMol25 dataset: 2 unconnected molecules or ions with the total composition C5H12ClOP in a non-equilibrium geometry (wB97M-V/def2-TZVPD).

energy relative to the best compared isomer or geometry (same formula, charge and spin)	53.41	kcal per mole
gap between HOMO and LUMO (alpha / beta)	7.6 / 8.0	eV

```
! RIJCOSX wB97M-V def2-TZVPD def2/J DEFGRID3
* xyz 0 1
C 1.677 1.302 1.367
C -2.235 0.597 -0.559
C -1.554 -2.247 -0.479
C 2.030 1.214 -0.116
C 1.636 -0.088 -0.712
O -1.354 -0.639 1.733
P -1.122 -0.621 0.283
Cl 2.422 -1.487 -0.125
H 0.601 1.196 1.496
H 2.166 0.500 1.917
H 1.996 2.255 1.781
H -3.250 0.389 -0.217
H -1.957 1.603 -0.255
H -2.172 0.506 -1.638
H -1.270 -2.284 -1.527
H -1.031 -3.025 0.073
H -2.630 -2.386 -0.368
H 3.114 1.347 -0.223
H 1.538 2.015 -0.671
H 1.397 -0.146 -1.761
*
```

Here are the Löwdin charges for atoms 1 to 6, given in e:
1. C -0.1267
2. C -0.2162
3. C -0.2194
4. C -0.3595
5. C -0.6287
6. O -0.3971

Entry from the OMol25 dataset: a molecular structure, C5H12GdO3 in a non-equilibrium geometry (wB97M-V/def2-TZVPD).

energy relative to the best compared isomer or geometry (same formula, charge and spin)	20.35	kcal per mole
gap between HOMO and LUMO (alpha / beta)	7.5 / 9.1	eV

```
! RIJCOSX wB97M-V def2-TZVPD def2/J DEFGRID3
* xyz 1 8
O 1.429 -0.889 1.128
C 1.383 0.227 1.936
C 0.340 1.270 1.553
O 0.726 1.912 0.358
C 0.209 1.770 -0.930
C -1.191 1.231 -1.115
O -1.256 -0.171 -0.856
C -2.551 -0.726 -1.047
H 2.376 0.724 1.897
H 1.175 -0.050 2.990
H 0.310 2.057 2.319
H -0.672 0.832 1.529
H 0.949 1.201 -1.515
H 0.222 2.775 -1.374
H -1.500 1.390 -2.159
H -1.896 1.736 -0.438
H -2.489 -1.793 -0.806
H -3.270 -0.228 -0.383
H -2.855 -0.601 -2.096
H 0.279 -3.385 -1.311
Gd 0.427 -1.653 -0.384
*
```

Here are the Löwdin charges for atoms 1 to 6, given in e:
1. O -0.4759
2. C -0.2943
3. C -0.1888
4. O -0.1149
5. C -0.1912
6. C -0.1567

Entry from the OMol25 dataset: a gas-phase ion, C5H12IN2 (charge +1) in a non-equilibrium geometry (wB97M-V/def2-TZVPD).

energy relative to the best compared isomer or geometry (same formula, charge and spin)	93.52	kcal per mole
gap between HOMO and LUMO	9.7	eV

```
! RIJCOSX wB97M-V def2-TZVPD def2/J DEFGRID3
* xyz 1 1
C -0.411 0.268 0.472
C 1.470 -0.468 -1.013
C 1.733 1.384 0.452
C 1.451 -0.756 1.590
C 1.051 0.052 0.382
N -1.575 0.318 0.526
N -3.119 -0.119 -1.548
I -3.952 -0.124 0.377
H 0.869 0.058 -1.718
H 1.294 -1.425 -1.246
H 2.507 -0.136 -1.198
H 1.392 1.896 1.336
H 1.689 1.931 -0.541
H 2.876 1.258 0.643
H 2.511 -0.696 1.464
H 1.217 -0.196 2.497
H 0.946 -1.729 1.576
H -3.973 -0.012 -2.267
H -5.390 -0.545 -0.262
H -2.586 -0.960 -1.521
*
```

Here are the Löwdin charges for atoms 1 to 6, given in e:
1. C -0.0698
2. C -0.0078
3. C -0.0708
4. C -0.0211
5. C -0.6079
6. N -0.0644

Entry from the OMol25 dataset: a molecular structure, C5H12IP in a non-equilibrium geometry (wB97M-V/def2-TZVPD).

energy relative to the best compared isomer or geometry (same formula, charge and spin)	43.55	kcal per mole
gap between HOMO and LUMO	8.1	eV

```
! RIJCOSX wB97M-V def2-TZVPD def2/J DEFGRID3
* xyz 0 1
C 1.057 -0.897 0.598
C 1.049 -2.424 0.157
C 0.020 1.611 1.320
C -1.680 -0.410 0.089
C -0.209 1.290 -1.623
P 0.001 0.322 -0.021
I 3.122 0.068 0.026
H 1.870 -2.922 0.691
H 1.166 -2.637 -0.920
H 0.158 -2.773 0.535
H 0.437 2.584 0.934
H -0.943 1.826 1.877
H 0.773 1.283 2.085
H -2.384 0.436 0.225
H -1.834 -1.035 -0.777
H -1.994 -1.006 0.944
H -0.756 2.212 -1.587
H 0.781 1.626 -2.061
H -0.632 0.847 -2.493
*
```

Here are the Löwdin charges for atoms 1 to 6, given in e:
1. C -0.7372
2. C -0.2395
3. C -0.2372
4. C -0.2226
5. C -0.2164
6. P 0.6216

Entry from the OMol25 dataset: 3 unconnected molecules or ions with the total composition C5H12N in a non-equilibrium geometry (wB97M-V/def2-TZVPD).

energy relative to the best compared isomer or geometry (same formula, charge and spin)	178.63	kcal per mole
gap between HOMO and LUMO (alpha / beta)	6.6 / 3.5	eV

```
! RIJCOSX wB97M-V def2-TZVPD def2/J DEFGRID3
* xyz 1 1
C -2.358 0.951 -1.842
C 0.246 0.561 1.171
C 0.380 -0.595 0.854
C -0.404 -3.060 0.291
C 0.632 -1.905 0.333
N 1.337 3.805 0.281
H -2.234 0.147 -1.196
H -2.318 2.022 -1.681
H -0.130 1.482 1.568
H -2.793 0.749 -2.912
H -0.171 -3.819 1.028
H -0.397 -3.514 -0.747
H -1.425 -2.635 0.340
H 0.848 -1.704 -0.714
H 1.612 -2.253 0.729
H 2.018 3.888 1.040
H 0.579 4.495 0.525
H 1.852 3.957 -0.621
*
```

Here are the Löwdin charges for atoms 1 to 6, given in e:
1. C 0.3953
2. C 0.1989
3. C -0.0681
4. C -0.0693
5. C -0.2421
6. N -0.0185

Entry from the OMol25 dataset: a gas-phase ion, C5H12N (charge +1) in a non-equilibrium geometry (wB97M-V/def2-TZVPD).

SMILES string	C=C[N+](C)(C)C
energy relative to the best compared isomer or geometry (same formula, charge and spin)	45.80	kcal per mole
gap between HOMO and LUMO	12.9	eV

```
! RIJCOSX wB97M-V def2-TZVPD def2/J DEFGRID3
* xyz 1 1
C -2.317 -0.081 -0.025
C -1.288 0.649 0.279
C 0.332 -1.024 -0.996
C 0.813 -0.455 1.307
C 1.117 1.190 -0.447
N 0.348 0.033 0.010
H -3.309 0.306 0.159
H -2.276 -1.064 -0.461
H -1.207 1.621 0.720
H 1.355 -1.247 -1.300
H -0.110 -1.932 -0.594
H -0.226 -0.707 -1.874
H 0.845 0.357 2.032
H 0.145 -1.231 1.680
H 1.817 -0.875 1.205
H 1.081 1.992 0.288
H 2.162 0.910 -0.593
H 0.719 1.558 -1.391
*
```

Here are the Löwdin charges for atoms 1 to 6, given in e:
1. C 0.0701
2. C 0.0257
3. C -0.0294
4. C -0.0190
5. C -0.0261
6. N -0.3501

Entry from the OMol25 dataset: 2 unconnected molecules or ions with the total composition C5H12N in a non-equilibrium geometry (wB97M-V/def2-TZVPD).

energy relative to the best compared isomer or geometry (same formula, charge and spin)	54.07	kcal per mole
gap between HOMO and LUMO	7.9	eV

```
! RIJCOSX wB97M-V def2-TZVPD def2/J DEFGRID3
* xyz 1 1
C 0.644 1.557 -1.683
N 1.648 1.315 -0.933
H -0.367 1.137 -1.424
H 0.780 2.310 -2.508
H 2.614 1.534 -1.147
H 1.444 0.493 -0.260
C -2.171 0.423 0.375
C -0.893 -0.173 0.923
C -0.168 -1.139 0.337
C 1.040 -1.833 0.908
H -2.783 -0.253 -0.213
H -2.839 0.702 1.222
H -2.002 1.330 -0.204
H -0.604 0.213 1.893
H -0.443 -1.481 -0.649
H 1.401 -1.459 1.873
H 0.818 -2.893 1.166
H 1.880 -1.784 0.323
*
```

Here are the Löwdin charges for atoms 1 to 6, given in e:
1. C 0.1528
2. N 0.1927
3. H 0.1057
4. H 0.1452
5. H 0.1585
6. H 0.1457

Entry from the OMol25 dataset: 2 unconnected molecules or ions with the total composition C5H12N in a non-equilibrium geometry (wB97M-V/def2-TZVPD).

energy relative to the best compared isomer or geometry (same formula, charge and spin)	74.01	kcal per mole
gap between HOMO and LUMO	8.6	eV

```
! RIJCOSX wB97M-V def2-TZVPD def2/J DEFGRID3
* xyz 1 1
C -3.430 1.095 0.880
C -2.536 0.922 -0.034
C 1.896 0.154 -1.464
C 1.660 -1.641 0.365
C 0.595 0.480 0.525
N 1.356 -0.327 -0.103
H -3.480 0.731 1.932
H -4.361 1.635 0.689
H -1.683 0.247 0.201
H 1.049 0.534 -1.996
H 2.654 0.946 -1.228
H 2.540 -0.622 -2.002
H 2.305 -1.765 1.257
H 0.796 -2.237 0.540
H 2.348 -2.040 -0.464
H -2.687 1.380 -0.988
H 0.250 0.227 1.452
H 0.584 1.448 0.071
*
```

Here are the Löwdin charges for atoms 1 to 6, given in e:
1. C -0.0697
2. C -0.0960
3. C 0.0486
4. C -0.0082
5. C 0.1486
6. N -0.1724

Entry from the OMol25 dataset: a gas-phase ion, C5H12N (charge +2) in a non-equilibrium geometry (wB97M-V/def2-TZVPD).

energy relative to the best compared isomer or geometry (same formula, charge and spin)	14.15	kcal per mole
gap between HOMO and LUMO (alpha / beta)	10.7 / 9.7	eV

```
! RIJCOSX wB97M-V def2-TZVPD def2/J DEFGRID3
* xyz 2 2
C 0.357 -1.258 0.835
C -0.772 -0.646 0.046
C -0.839 0.809 -0.348
C -0.935 1.254 -1.626
C -0.416 1.776 0.718
N 1.631 -1.401 -0.009
H 0.208 -2.265 1.215
H 0.667 -0.648 1.688
H -0.942 -1.300 -0.826
H -1.723 -0.814 0.578
H -1.654 0.922 -2.383
H -0.489 2.162 -2.037
H -0.937 1.579 1.657
H -0.673 2.800 0.457
H 0.678 1.642 0.701
H 2.340 -1.883 0.562
H 2.012 -0.597 -0.507
H 1.488 -2.131 -0.721
*
```

Here are the Löwdin charges for atoms 1 to 6, given in e:
1. C -0.0901
2. C -0.1070
3. C -0.1766
4. C 0.2823
5. C 0.0323
6. N 0.2115

Entry from the OMol25 dataset: a gas-phase ion, C5H12N2 (charge -1) in a non-equilibrium geometry (wB97M-V/def2-TZVPD).

energy relative to the best compared isomer or geometry (same formula, charge and spin)	58.23	kcal per mole
gap between HOMO and LUMO (alpha / beta)	2.8 / 6.6	eV

```
! RIJCOSX wB97M-V def2-TZVPD def2/J DEFGRID3
* xyz -1 2
C 0.622 1.085 -1.461
C -0.223 -0.140 -1.148
C 0.453 -0.965 0.017
C 0.721 -0.048 1.165
C -0.040 -0.107 2.259
N -0.868 0.831 2.727
N -0.721 -1.057 -2.221
H 0.739 1.845 -0.654
H 1.695 0.969 -1.644
H 0.196 1.686 -2.384
H -1.117 0.377 -0.828
H 1.239 -1.517 -0.334
H -0.206 -1.752 0.282
H 1.411 0.816 0.984
H -0.489 -1.140 2.398
H -0.739 1.809 2.612
H -1.816 0.540 2.990
H -0.022 -1.197 -2.968
H -0.835 -2.035 -1.792
*
```

Here are the Löwdin charges for atoms 1 to 6, given in e:
1. C -0.1348
2. C -0.4514
3. C -0.2254
4. C -0.2286
5. C -0.4996
6. N -0.0802

Entry from the OMol25 dataset: 2 unconnected molecules or ions with the total composition C5H12N2 in a non-equilibrium geometry (wB97M-V/def2-TZVPD).

energy relative to the best compared isomer or geometry (same formula, charge and spin)	124.89	kcal per mole
gap between HOMO and LUMO	9.3	eV

```
! RIJCOSX wB97M-V def2-TZVPD def2/J DEFGRID3
* xyz 0 1
C 0.732 0.576 -2.373
C -0.242 0.669 -1.508
C -0.074 -1.581 0.563
C -1.777 0.235 1.021
C -0.249 -0.119 1.070
N 1.861 0.941 0.295
N 0.521 0.912 0.329
H 0.461 0.502 -3.354
H 1.810 0.433 -2.231
H -1.273 0.400 -1.533
H 0.843 -2.079 0.819
H -0.936 -2.117 0.940
H -0.198 -1.743 -0.469
H -2.131 -0.289 0.200
H -1.722 1.259 0.823
H -2.366 0.024 1.987
H 0.102 0.047 2.165
H 2.592 0.179 0.379
H 2.044 1.752 0.876
*
```

Here are the Löwdin charges for atoms 1 to 6, given in e:
1. C -0.0580
2. C 0.0121
3. C -0.0743
4. C -0.0768
5. C -0.4242
6. N -0.0438

Entry from the OMol25 dataset: 2 unconnected molecules or ions with the total composition C5H12N2 in a non-equilibrium geometry (wB97M-V/def2-TZVPD).

energy relative to the best compared isomer or geometry (same formula, charge and spin)	159.81	kcal per mole
gap between HOMO and LUMO	6.9	eV

```
! RIJCOSX wB97M-V def2-TZVPD def2/J DEFGRID3
* xyz 0 1
N 0.402 1.332 -0.009
C 0.947 1.187 -1.432
C 1.044 -0.328 -1.637
C -0.242 -0.696 -0.936
C -0.034 -0.048 0.450
C -1.215 0.064 1.388
N -0.987 -0.867 2.496
H 1.137 1.594 0.677
H 1.781 1.842 -1.844
H -0.102 1.577 -1.875
H 1.085 -0.697 -2.641
H 1.810 -0.801 -0.998
H -0.336 -1.846 -0.699
H -1.199 -0.280 -1.379
H 0.763 -0.608 1.023
H -2.191 -0.009 0.857
H -1.239 1.131 1.667
H -0.143 -2.104 1.507
H -1.282 -0.441 3.384
*
```

Here are the Löwdin charges for atoms 1 to 6, given in e:
1. N -0.0545
2. C -0.1982
3. C -0.2074
4. C -0.2103
5. C -0.4322
6. C -0.3603

Entry from the OMol25 dataset: 2 unconnected molecules or ions with the total composition C5H12N2 in a non-equilibrium geometry (wB97M-V/def2-TZVPD).

energy relative to the best compared isomer or geometry (same formula, charge and spin)	120.82	kcal per mole
gap between HOMO and LUMO	9.9	eV

```
! RIJCOSX wB97M-V def2-TZVPD def2/J DEFGRID3
* xyz 0 1
C 0.405 -0.300 0.291
C -0.307 -0.628 1.556
C -1.858 0.694 1.204
C -2.147 1.341 2.382
N 1.002 -1.405 -0.581
C 1.686 -0.774 -1.795
N 0.953 0.351 -2.502
H -0.210 0.399 -0.298
H 1.225 0.312 0.685
H 0.184 -0.316 2.457
H -0.885 -1.540 1.703
H -2.601 0.864 0.382
H -2.613 2.327 2.169
H -1.480 1.401 3.212
H 0.207 -2.003 -0.868
H 2.577 -0.380 -1.264
H 2.096 -1.382 -2.619
H 1.610 0.946 -2.977
H 0.156 0.094 -3.136
*
```

Here are the Löwdin charges for atoms 1 to 6, given in e:
1. C -0.3201
2. C -0.0323
3. C -0.0461
4. C -0.0968
5. N -0.0637
6. C -0.2718